Model A:
The following is a DFT calculation (ωB97M-V with the def2-TZVPD basis set) of a cluster of 3 separate species, C2H11N3O2 in total.

Structure (XYZ):
```
18
Properties=species:S:1:pos:R:3:nbo_charge:R:1
H -0.74776 -0.41744 -2.29090 0.3430
N -0.19778 0.20316 -1.72160 -0.8257
C -0.71152 0.51748 -0.59485 0.5796
N -1.96162 0.04579 -0.19293 -0.8564
N -0.13180 1.41112 0.25316 -0.6305
C 1.35111 1.54175 0.17745 -0.4142
H -2.45953 0.22949 0.66147 0.4047
H -2.26618 -0.77346 -0.66571 0.3830
H -0.52574 1.70887 1.11564 0.3926
H 1.65836 1.49942 -0.86710 0.2436
H 1.60573 2.51289 0.58157 0.2001
H 1.75111 0.68962 0.71708 0.1821
O -1.42890 -1.15174 2.43920 -0.9816
H -0.66239 -1.17272 1.83072 0.4942
H -1.36716 -1.59741 3.27981 0.4879
O 2.74638 -1.72077 -0.96056 -0.9361
H 1.84113 -1.47365 -0.73873 0.4708
H 2.60390 -2.49458 -1.50142 0.4629
```

As for the SMILES: [H]/N=C(\N)NC.O.O. The total charge is 0. The calculation puts the HOMO energy at -8.7738 eV. As for the multiplicity: 1. The orbital gap comes out at 9.2 eV. The LUMO energy comes out at 0.47 eV. The calculation puts the molecular weight at 109.13 g mol⁻¹.

=====

Model B:
The following is a DFT calculation (ωB97M-V with the def2-TZVPD basis set) of a cluster of 2 separate species, C2H11N3O2 in total.

Structure (XYZ):
```
18
Properties=species:S:1:pos:R:3:nbo_charge:R:1
N 1.70060 1.04868 -0.45646 -0.8864
C 1.71246 -0.39929 -0.59158 0.4995
O 2.84618 -0.88476 -1.24827 -0.7316
O 1.60863 -0.98304 0.64545 -0.7810
H 2.44848 1.33133 0.16825 0.3607
H 1.86311 1.47923 -1.35956 0.3633
H 0.83724 -0.65121 -1.22930 0.1319
H 3.46924 -1.16937 -0.56740 0.4746
H 0.66260 -0.83137 1.04253 0.5104
C -2.60240 0.43117 -0.24647 -0.4258
N -1.24030 0.00073 0.00950 -0.4809
N -0.99896 -0.49788 1.37187 -0.6879
H -2.65476 0.80385 -1.26917 0.2110
H -2.94911 1.22382 0.44005 0.1630
H -3.27539 -0.42925 -0.15703 0.1913
H -0.58932 0.77488 -0.11472 0.3803
H -1.35143 0.13810 2.09400 0.3444
H -1.48686 -1.38565 1.46829 0.3631
```

As for the SMILES: NC(O)O.CNN. The total charge is 0. The calculation puts the HOMO energy at -9.4754 eV. As for the multiplicity: 1. The orbital gap comes out at 10.3 eV. The LUMO energy comes out at 0.85 eV. The calculation puts the molecular weight at 109.13 g mol⁻¹.

=====

Which one sits at the top of the stability order? model A does.

=====

Model A:
The following is a DFT calculation (ωB97M-V with the def2-TZVPD basis set) of the ion C4H8N3S with charge +1.

Structure (XYZ):
```
16
Properties=species:S:1:pos:R:3:nbo_charge:R:1
C -1.09001 1.09986 -1.49068 -0.3075
C -0.15970 2.11028 -1.10770 -0.2441
C -1.24400 -0.06421 -1.08806 0.2276
C 0.52065 2.08221 0.06615 -0.3346
N -0.49757 -1.23868 1.89192 -0.6567
N 1.44718 -1.05507 0.45400 -0.6261
N 0.17939 -0.51165 0.86306 -0.2268
S 0.51890 1.14490 1.46026 0.5825
H -1.79739 1.16085 -2.26171 0.3269
H -0.10986 2.90406 -1.71218 0.2420
H -1.67424 -1.07314 -0.92827 0.2703
H 1.18100 2.87193 0.07882 0.2600
H -0.65640 -2.25406 1.56939 0.3770
H -1.44494 -0.87437 1.93948 0.3789
H 1.77834 -1.58559 1.28689 0.3690
H 1.26652 -1.65780 -0.27518 0.3616
```

The total charge is +1. The calculation puts the HOMO energy (spin up / spin down) at -13.0409 / -13.0407 eV. As for the multiplicity: 1. The orbital gap (spin up / spin down) comes out at 7.5 / 7.5 eV. The LUMO energy (spin up / spin down) comes out at -5.56 / -5.56 eV. The calculation puts the molecular weight at 130.20 g mol⁻¹.

=====

Model B:
The following is a DFT calculation (ωB97M-V with the def2-TZVPD basis set) of a structure of composition C4H8N3S.

Structure (XYZ):
```
16
Properties=species:S:1:pos:R:3:nbo_charge:R:1
C 0.94392 1.93641 0.03242 0.1954
C 1.15807 -0.23802 0.11139 0.4059
C 1.61010 -2.16989 -0.02360 -0.3896
C -2.97804 0.41232 0.04363 -0.6875
N -0.26585 1.52581 -0.07940 -0.2157
N -0.15673 0.13222 -0.03142 -0.3405
N 1.84836 0.90032 0.06100 -0.5278
S -1.59633 -0.81336 0.00245 0.4435
H 1.11061 2.95502 0.06635 0.2467
H 1.41068 -2.55234 0.87433 0.2151
H 2.62609 -2.18141 -0.17982 0.2172
H 1.01932 -2.51051 -0.79926 0.2267
H -2.76695 1.12018 -0.67985 0.2378
H -2.94474 0.95905 0.92011 0.2371
H -3.85323 -0.32388 -0.27900 0.2758
H 2.83472 0.84807 -0.03935 0.4598
```

The total charge is +1. The calculation puts the HOMO energy at -12.9917 eV. As for the multiplicity: 1. The orbital gap comes out at 9.6 eV. The LUMO energy comes out at -3.40 eV. The calculation puts the molecular weight at 130.20 g mol⁻¹.

=====

Which one sits at the top of the stability order? model B does.

=====

Model A:
The following is a DFT calculation (ωB97M-V with the def2-TZVPD basis set) of an isolated molecule of C5H5NO3.

Structure (XYZ):
```
14
Properties=species:S:1:pos:R:3:nbo_charge:R:1
O -0.32311 2.93769 0.07159 -0.5576
C 0.34253 1.94693 0.38102 0.7277
O 1.51356 2.04476 1.03430 -0.6786
C -0.10862 0.53147 0.08043 0.1086
N -1.27773 0.28067 -0.49490 -0.3270
C -1.57396 -1.00124 -0.93029 -0.1758
C -0.66358 -2.02936 -0.80647 0.1749
O 0.60152 -1.83481 -0.31160 -0.4775
C 0.81066 -0.62378 0.44136 -0.1312
H 1.67172 3.01021 1.13516 0.5099
H -2.58193 -1.17912 -1.32591 0.2166
H -0.95945 -3.01913 -1.10677 0.2030
H 1.86341 -0.24553 0.31813 0.2188
H 0.68498 -0.81877 1.51394 0.1882
```

As for the SMILES: O=C(O)C1=NC=COC1. The total charge is 0. The calculation puts the HOMO energy at -8.6951 eV. As for the multiplicity: 1. The orbital gap comes out at 8.1 eV. The LUMO energy comes out at -0.61 eV. The calculation puts the molecular weight at 127.10 g mol⁻¹.

=====

Model B:
The following is a DFT calculation (ωB97M-V with the def2-TZVPD basis set) of a cluster of 2 separate species, C5H5NO3 in total.

Structure (XYZ):
```
14
Properties=species:S:1:pos:R:3:nbo_charge:R:1
C -0.29119 0.46397 0.04276 0.1270
C 1.06968 0.39022 -0.58352 -0.3384
C 1.63153 -0.67003 -0.11324 0.1362
C -0.38264 -1.08606 0.01607 0.3159
C -1.86030 0.52285 -0.42856 -0.0135
H 1.32561 2.18749 1.10891 0.3886
H 1.99198 1.14214 -0.84000 0.2415
H 2.70780 -0.78454 0.07783 0.2067
H -0.55754 -1.28603 -0.96409 0.1618
H -2.33128 1.45899 -0.88719 0.2393
N -2.46483 -0.42966 0.11374 -0.0833
O -0.14790 1.19903 1.29044 -0.5865
O 0.86997 -1.62540 0.60977 -0.4527
O -1.56088 -1.48295 0.55708 -0.3426
```

The total charge is 0. The calculation puts the HOMO energy at -9.8990 eV. As for the multiplicity: 1. The orbital gap comes out at 7.7 eV. The LUMO energy comes out at -2.22 eV. The calculation puts the molecular weight at 127.10 g mol⁻¹.

=====

Model C:
The following is a DFT calculation (ωB97M-V with the def2-TZVPD basis set) of an isolated molecule of C5H5NO3.

Structure (XYZ):
```
14
Properties=species:S:1:pos:R:3:nbo_charge:R:1
C -0.19302 -1.90281 -0.27375 -0.4214
N -0.27233 -0.63596 0.38723 -0.4310
C -0.10723 0.07306 1.48714 0.6520
O 0.02912 0.03163 2.67404 -0.5731
C -0.40179 0.84226 0.24000 0.3379
O -1.66201 1.35022 -0.02849 -0.6858
C 0.63377 1.57192 -0.53516 -0.6037
C 1.69267 1.04489 -1.06823 0.7406
O 2.65117 0.57560 -1.52662 -0.4371
H -1.04307 -2.00544 -0.94930 0.2154
H -0.21480 -2.69737 0.47049 0.2270
H 0.73240 -1.97924 -0.85021 0.2069
H -2.27629 1.11384 0.67759 0.4871
H 0.43141 2.61742 -0.70473 0.2851
```

As for the SMILES: CN1C(=O)[C@@]1(O)C=C=O. The total charge is 0. The calculation puts the HOMO energy at -9.0690 eV. As for the multiplicity: 1. The orbital gap comes out at 9.6 eV. The LUMO energy comes out at 0.52 eV. The calculation puts the molecular weight at 127.10 g mol⁻¹.

=====

Which one sits at the top of the stability order? model A does.